Molecular formula: C41H37BrCaN2O2Sb2
Method: DFT, ωB97M-V/def2-TZVPD

Geometry as ORCA input:
```
! wB97M-V def2-TZVPD RIJCOSX def2/J DEFGRID3
* xyz 2 1
C -5.5688 0.2671 1.7876
C -2.4309 -0.7695 -2.3259
C 1.6059 -3.0860 0.2240
H 2.9379 -1.1855 -2.9267
C 4.6305 1.5528 0.2037
H 3.6227 -3.8220 0.3722
H -2.7194 -2.5466 -0.0078
C -6.9239 0.5617 1.7797
C 3.4131 -2.5145 -1.3019
C 0.2155 6.1926 -0.0455
H -2.1012 8.5990 -0.0124
C -2.1147 0.1482 -1.3242
H 4.4465 -2.6355 -1.6016
H 0.3495 4.3507 -1.0308
H 4.2251 0.0445 2.5195
C 2.9197 3.7563 -0.0061
C 1.2346 -1.5965 -1.6827
H -7.2007 1.8051 -1.3598
H -0.3101 -2.2772 -0.3677
C -1.1028 -3.9606 1.5507
H -0.7491 -1.8511 1.7329
H -3.1269 -1.5765 -2.1310
C -1.0133 0.4093 -3.8861
C -0.6833 1.3292 -2.9024
C 1.9393 -7.0150 2.1039
C 2.1823 -8.2997 1.6344
H -2.1496 -1.3441 -4.3711
H 3.0241 -1.2696 2.3895
C 4.2672 3.8778 -0.3357
C -1.1440 8.1072 0.0942
H 5.3061 0.7146 0.2888
C 0.7668 -2.2886 -0.5594
H 4.2946 -1.1191 1.1575
H -1.8969 6.1886 -0.5332
C -7.5080 1.1150 0.6480
C -1.2256 1.1899 -1.6265
H 0.6778 3.1989 0.9021
H -1.2124 -4.1999 0.4904
C 2.9397 -3.1860 -0.1817
H -1.6590 -4.7137 2.1080
N 2.4574 6.1076 0.4086
H -1.0264 1.9624 -0.8816
H 4.6437 4.8431 -0.6438
H 2.1967 -6.7665 3.1271
C 3.3008 1.4414 0.5592
H -7.5227 0.3620 2.6580
H -0.1739 9.9013 0.7571
C -2.7767 -2.0898 0.9820
C 1.2957 -7.6823 -0.5160
O 1.1168 2.3235 0.8066
H -5.1232 -0.1591 2.6800
C 5.1017 2.7800 -0.2481
H -3.7399 -2.3700 1.4072
Sb -2.7615 0.0478 0.7089
C 1.3702 -6.0613 1.2640
H 0.5411 -1.0306 -2.2960
H 0.6144 -5.6663 -0.7194
C -4.8062 0.5238 0.6521
C -5.3855 1.0819 -0.4815
C 1.2060 8.2766 0.6814
C -1.0395 6.7593 -0.2010
H 2.6230 -9.0386 2.2901
C -0.0408 8.8520 0.5332
C 2.0593 4.9478 0.0231
H -0.0238 2.1571 -3.1319
C 3.6445 -0.5701 1.8344
H 1.0466 -7.9439 -1.5360
H -8.5650 1.3444 0.6462
Br 6.9123 2.9388 -0.7256
H 2.0509 -9.6317 -0.0378
C 1.0506 -6.4002 -0.0498
N 0.6741 4.8714 -0.2260
C -1.8843 -0.6365 -3.5964
Ca 0.4159 0.0981 0.5553
C 1.3249 6.9257 0.3728
Sb 0.9942 -4.1284 2.0373
C -6.7423 1.3754 -0.4793
O 2.7419 0.2775 1.0817
H -1.8607 -2.4541 2.9138
C -1.6073 -2.5497 1.8562
H 2.0628 8.8445 1.0160
C 1.8607 -8.6314 0.3275
H -0.6034 0.5099 -4.8823
C 2.4453 2.5244 0.4242
H -4.7947 1.2824 -1.3679
C 2.5680 -1.7011 -2.0504
*
```

Its orbital gap is 7.467 eV. The energy relative to the best compared isomer or geometry (same formula, charge and spin) is 0.000 eV. Its total energy is -151735.88914 eV.